(1)
The following is a quantum chemistry calculation of C3H10BN in the gas phase in a non-equilibrium geometry, from OMol25.

## Properties
SMILES string ... CNB(C)C
Relative energy (zero: lowest compared OMol25 entry of this formula, charge and spin) ... 14.1 kcal per mole
LUMO ... 0.71 eV
HOMO level ... -0.3498 Ha
Gap between HOMO and LUMO ... 10.228 eV

```
! RIJCOSX wB97M-V def2-TZVPD def2/J DEFGRID3
* xyz 0 1
C -2.04519 0.39933 -0.24289
N -0.60970 0.86993 -0.05595
B 0.53492 0.03328 0.22551
C 1.94255 0.68934 -0.11887
C 0.25260 -1.53812 0.59063
H -2.40567 -0.16036 0.51008
H -2.52573 1.33257 -0.45077
H -1.90183 -0.18896 -1.11673
H -0.55109 1.61420 -0.65397
H 2.32957 1.33524 0.63878
H 1.82721 1.25273 -0.95807
H 2.79419 -0.01698 -0.27024
H -0.48558 -1.55104 1.46698
H 1.11691 -2.15622 0.82779
H -0.27318 -1.91495 -0.39229
*
```

Mulliken population analysis, charges in e, atoms 1 to 4: C -0.87; N -0.35; B 0.27; C -1.07

(2)
The following is a quantum chemistry calculation of a 2-piece molecular cluster, C3H10BN2O6S overall in a non-equilibrium geometry, from OMol25.

## Properties
LUMO ... 2.80 eV
HOMO level ... -0.1586 Ha
Gap between HOMO and LUMO ... 7.116 eV

```
! RIJCOSX wB97M-V def2-TZVPD def2/J DEFGRID3
* xyz -1 1
C -1.17104 2.45866 -1.97244
C -1.52248 1.01638 -1.41399
O -0.41498 0.29299 -0.85592
B 0.47170 1.12888 -0.11224
O 0.19817 1.73842 1.13354
S 2.18573 1.41279 -0.88638
O 2.19305 2.60459 -1.80901
O 2.53496 0.10318 -1.55202
O 3.23532 1.68379 0.29746
H -2.02094 2.73924 -2.68631
H -0.23028 2.47635 -2.59670
H -1.18597 3.27549 -1.17747
H -2.41595 1.10637 -0.70516
H -1.90646 0.41178 -2.30227
H -0.74933 1.65951 1.34297
C -0.13215 -2.54839 1.90803
O -0.67717 -1.45775 1.89890
N 1.04254 -2.78102 1.26890
N -0.65508 -3.62597 2.55968
H 1.50835 -3.66843 1.26262
H 1.45964 -2.00621 0.77460
H -1.52468 -3.49033 3.04410
H -0.22295 -4.53032 2.57909
*
```

Mulliken population analysis, charges in e, atoms 1 to 4: C -0.97; C -0.27; O -0.29; B 0.49

(3)
The following is a quantum chemistry calculation of a 2-piece molecular cluster, C3H10Cl2OSi2 overall in a non-equilibrium geometry, from OMol25.

## Properties
SMILES string ... CC(C)[SiH]=O.Cl[SiH2]Cl
Relative energy (zero: lowest compared OMol25 entry of this formula, charge and spin) ... 70.7 kcal per mole
LUMO ... -0.13 eV
HOMO level ... -0.3665 Ha
Gap between HOMO and LUMO ... 9.839 eV

```
! RIJCOSX wB97M-V def2-TZVPD def2/J DEFGRID3
* xyz 0 1
C -1.29020 -0.75095 -0.00499
C -1.84868 0.57074 0.54533
C -3.34387 0.83762 0.31220
Si -0.83982 2.21237 0.10879
O -1.48897 3.56726 0.15659
H -1.76006 -0.85159 -1.00303
H -0.23899 -0.98471 -0.07909
H -1.76421 -1.49971 0.47861
H -1.76933 0.53737 1.55446
H -3.43389 1.91283 0.55142
H -3.94210 0.25702 1.03540
H -3.79068 0.68053 -0.66069
H 0.58959 1.71312 0.11145
Cl 6.40918 0.42549 -0.53324
Si 4.56787 -0.25954 -0.29416
Cl 3.59084 0.74534 1.16701
H 4.02120 -0.23673 -1.64944
H 4.60047 -1.81140 -0.11432
*
```

Mulliken population analysis, charges in e, atoms 1 to 4: C -1.35; C 0.18; C -1.22; Si 0.65

(4)
The following is a quantum chemistry calculation of a 3-piece molecular cluster, C3H10IN2O2 overall in a non-equilibrium geometry, from OMol25.

## Properties
Relative energy (zero: lowest compared OMol25 entry of this formula, charge and spin) ... 53.5 kcal per mole
LUMO ... 3.41 eV
HOMO level ... -0.1019 Ha
Gap between HOMO and LUMO ... 6.179 eV

```
! RIJCOSX wB97M-V def2-TZVPD def2/J DEFGRID3
* xyz -1 1
I 2.36507 5.40502 10.73234
C 2.63730 3.91918 15.56339
C 2.64846 4.66189 14.27727
O 2.00779 3.69793 13.36957
H 1.77681 3.33822 15.71688
H 2.88084 4.67108 16.32693
H 3.46262 3.17570 15.70957
H 3.61610 4.76915 13.89643
H 2.08298 5.56594 14.30063
H 2.46252 2.88011 13.38719
C 2.92112 4.09927 6.86206
O 3.19300 5.27073 7.04840
N 2.71963 3.48912 5.64546
N 2.88352 3.13165 7.84524
H 2.86984 2.48219 5.73456
H 2.95317 4.00044 4.86874
H 2.93776 3.43214 8.78408
H 3.36007 2.27149 7.70774
*
```

Mulliken population analysis, charges in e, atoms 1 to 4: I -0.90; C -1.11; C -0.21; O -0.46

(5)
The following is a quantum chemistry calculation of an isolated ion of composition C3H10INOP and charge +1 in a non-equilibrium geometry, from OMol25.

## Properties
SMILES string ... C[C@H]([NH3+])[P@](C)(=O)I
Relative energy (zero: lowest compared OMol25 entry of this formula, charge and spin) ... 27.7 kcal per mole
LUMO ... -3.92 eV
HOMO level ... -0.5169 Ha
Gap between HOMO and LUMO ... 10.146 eV

```
! RIJCOSX wB97M-V def2-TZVPD def2/J DEFGRID3
* xyz 1 1
C -1.40657 0.78421 -0.48201
C -0.55996 0.46412 0.79228
N 0.19286 1.71153 1.30388
P 0.90067 -1.05579 0.23831
C 0.56919 -2.04354 -1.31719
O 1.14941 -1.86412 1.40518
I 2.75666 0.52485 -0.21951
H -0.90092 1.12330 -1.40066
H -1.86792 -0.08950 -0.93391
H -2.32102 1.36561 -0.13096
H -1.06219 -0.10010 1.53375
H -0.04883 2.41369 0.57955
H 1.12610 1.34876 1.18581
H -0.16482 1.97218 2.21434
H -0.31409 -1.68184 -1.76924
H 1.46983 -1.76834 -1.89332
H 0.48160 -3.10501 -1.10629
*
```

Mulliken population analysis, charges in e, atoms 1 to 4: C -1.40; C -0.21; N -0.03; P 0.69

(6)
The following is a quantum chemistry calculation of an isolated ion of composition C3H10N and charge +1 in a non-equilibrium geometry, from OMol25.

## Properties
SMILES string ... CCC[NH3+]
Relative energy (zero: lowest compared OMol25 entry of this formula, charge and spin) ... 10.7 kcal per mole
LUMO ... -3.83 eV
HOMO level ... -0.5935 Ha
Gap between HOMO and LUMO ... 12.319 eV

```
! RIJCOSX wB97M-V def2-TZVPD def2/J DEFGRID3
* xyz 1 1
C -1.41439 1.37455 0.29455
C -0.47380 0.42976 -0.42006
C 0.40278 -0.36718 0.54472
N 1.28279 -1.29968 -0.37122
H -0.87115 2.10217 0.89065
H -2.00238 0.82028 1.03332
H -2.03473 1.84846 -0.45783
H 0.26377 0.91969 -1.06458
H -1.02252 -0.19176 -1.13994
H -0.04403 -1.06860 1.24061
H 1.11626 0.26074 1.07820
H 1.55408 -2.10273 0.19074
H 2.18345 -0.86946 -0.60361
H 0.84552 -1.44745 -1.26919
*
```

Mulliken population analysis, charges in e, atoms 1 to 4: C -1.29; C -0.46; C -0.43; N -0.36

(7)
The following is a quantum chemistry calculation of a 2-piece molecular cluster, C3H10N overall in a non-equilibrium geometry, from OMol25.

## Properties
Relative energy (zero: lowest compared OMol25 entry of this formula, charge and spin) ... 0.9 kcal per mole
LUMO (alpha / beta) ... -9.41 / -13.20 eV
HOMO level (alpha / beta) ... -0.7746 / -0.8256 Ha
Gap between HOMO and LUMO (alpha / beta) ... 11.664 / 9.264 eV

```
! RIJCOSX wB97M-V def2-TZVPD def2/J DEFGRID3
* xyz 2 2
N -1.59408 1.72145 0.12014
H -2.42580 1.11664 0.17826
H -1.01374 1.46863 0.91929
H -1.09981 1.56418 -0.75828
H -1.97654 2.67531 0.14804
C 0.21769 -1.67449 0.46473
C 1.07269 -0.50328 0.29950
C 1.66339 -0.19748 -0.92944
H -0.66681 -1.45302 1.05639
H -0.02082 -2.08697 -0.52543
H 0.80943 -2.55139 0.80783
H 1.14448 0.13987 1.17286
H 2.28374 0.66087 -1.17931
H 1.60618 -0.88032 -1.77457
*
```

Mulliken population analysis, charges in e, atoms 1 to 4: N -0.51; H 0.40; H 0.34; H 0.36

(8)
The following is a quantum chemistry calculation of C3H10N2 in the gas phase in a non-equilibrium geometry, from OMol25.

## Properties
SMILES string ... CNCCN
Relative energy (zero: lowest compared OMol25 entry of this formula, charge and spin) ... 41.8 kcal per mole
LUMO ... 1.19 eV
HOMO level ... -0.3117 Ha
Gap between HOMO and LUMO ... 9.671 eV

```
! RIJCOSX wB97M-V def2-TZVPD def2/J DEFGRID3
* xyz 0 1
C -2.43678 -0.31293 -0.05056
N -1.20043 0.50260 -0.17123
C 0.02427 -0.16241 0.26578
C 1.31978 0.57859 0.01265
N 2.34047 -0.47168 0.02854
H -2.35620 -0.90056 0.87512
H -3.42560 0.24229 -0.15513
H -2.47251 -1.04581 -0.88616
H -1.28600 1.49781 0.15860
H -0.05578 -0.52660 1.34805
H 0.04331 -1.21001 -0.34384
H 1.54155 1.40674 0.68032
H 1.46718 1.18140 -0.90514
H 3.23936 -0.16681 -0.53536
H 1.88083 -1.31443 -0.60483
*
```

Mulliken population analysis, charges in e, atoms 1 to 4: C -0.77; N -0.35; C -0.44; C -0.32

(9)
The following is a quantum chemistry calculation of C3H10N2 in the gas phase in a non-equilibrium geometry, from OMol25.

## Properties
SMILES string ... NCCCN
Relative energy (zero: lowest compared OMol25 entry of this formula, charge and spin) ... 9.3 kcal per mole
LUMO ... 1.14 eV
HOMO level ... -0.3428 Ha
Gap between HOMO and LUMO ... 10.464 eV

```
! RIJCOSX wB97M-V def2-TZVPD def2/J DEFGRID3
* xyz 0 1
N 1.25966 1.86460 0.66475
C 0.77503 0.45522 0.59917
C 0.16035 0.15765 -0.75326
C -0.55652 -1.18510 -0.83550
N -1.52243 -1.51273 0.23677
H 0.99516 2.27335 1.55037
H 0.82689 2.41969 -0.06183
H -0.01073 0.34283 1.33750
H 1.62524 -0.18149 0.82400
H -0.50663 0.98470 -1.00284
H 0.91686 0.10866 -1.53006
H 0.16349 -1.99169 -0.89569
H -1.14950 -1.21546 -1.75026
H -1.94958 -0.65217 0.56847
H -1.02730 -1.86807 1.04843
*
```

Mulliken population analysis, charges in e, atoms 1 to 4: N -0.59; C -0.29; C -0.56; C -0.71

(10)
The following is a quantum chemistry calculation of C3H10N2 in the gas phase in a non-equilibrium geometry, from OMol25.

## Properties
SMILES string ... NCCCN
Relative energy (zero: lowest compared OMol25 entry of this formula, charge and spin) ... 10.9 kcal per mole
LUMO ... 1.12 eV
HOMO level ... -0.3385 Ha
Gap between HOMO and LUMO ... 10.327 eV

```
! RIJCOSX wB97M-V def2-TZVPD def2/J DEFGRID3
* xyz 0 1
N -2.20332 -1.03016 -0.29901
C -1.09636 -0.20344 -0.72494
C 0.00508 -0.14990 0.32813
C 1.38586 0.24254 -0.11246
N 2.23488 0.52480 1.07486
H -2.76236 -1.27635 -1.11129
H -2.88502 -0.56221 0.28679
H -0.66245 -0.64421 -1.63517
H -1.34335 0.79234 -1.08165
H -0.04754 -1.06395 0.90555
H -0.35071 0.57763 1.07212
H 1.87126 -0.52254 -0.72323
H 1.34589 1.17908 -0.68239
H 1.63194 0.85578 1.82510
H 2.87619 1.28058 0.87757
*
```

Mulliken population analysis, charges in e, atoms 1 to 4: N -0.60; C -0.58; C -0.57; C -0.26

(11)
The following is a quantum chemistry calculation of a 2-piece molecular cluster, C3H10N2 overall in a non-equilibrium geometry, from OMol25.

## Properties
SMILES string ... C=NC.CN
Relative energy (zero: lowest compared OMol25 entry of this formula, charge and spin) ... 38.5 kcal per mole
LUMO ... 1.01 eV
HOMO level ... -0.3352 Ha
Gap between HOMO and LUMO ... 10.135 eV

```
! RIJCOSX wB97M-V def2-TZVPD def2/J DEFGRID3
* xyz 0 1
C -1.62466 -0.01392 -1.73822
N -0.84015 0.89991 -1.36409
C 0.05640 1.41232 -2.41338
H -2.50590 -0.29108 -1.15761
H -1.34972 -0.65230 -2.58324
H -0.48438 2.20831 -2.93440
H 0.17293 0.64384 -3.19535
H 0.94838 1.83932 -1.98909
C 0.64033 -1.30261 2.79038
N 0.79030 0.06120 2.27114
H 1.46236 -1.94575 2.45274
H -0.24827 -1.82290 2.43126
H 0.71827 -1.35715 3.88008
H 1.77319 0.28510 2.24733
H 0.49092 0.03569 1.30243
*
```

Mulliken population analysis, charges in e, atoms 1 to 4: C -0.26; N -0.33; C -0.67; H 0.26

(12)
The following is a quantum chemistry calculation of C3H10N2 in the gas phase, from OMol25.

## Properties
SMILES string ... NCCCN
Relative energy (zero: lowest compared OMol25 entry of this formula, charge and spin) ... 8.9 kcal per mole
LUMO ... 1.11 eV
HOMO level ... -0.3401 Ha
Gap between HOMO and LUMO ... 10.362 eV

```
! RIJCOSX wB97M-V def2-TZVPD def2/J DEFGRID3
* xyz 0 1
N 1.51014 1.44645 1.42013
C 0.17310 0.88252 1.14726
C 0.13540 -0.39082 0.29261
C -0.78775 -0.28282 -0.93130
N -1.12651 -1.62485 -1.42945
H 2.10361 0.70576 1.78254
H 1.94875 1.72328 0.54152
H -0.39564 1.66065 0.62081
H -0.31270 0.78479 2.11907
H 1.14212 -0.60595 -0.03823
H -0.21893 -1.28491 0.82163
H -0.30454 0.32111 -1.70336
H -1.70915 0.20865 -0.60003
H -1.85179 -1.54887 -2.13812
H -0.30612 -1.99498 -1.90507
*
```

Mulliken population analysis, charges in e, atoms 1 to 4: N -0.68; C -0.56; C -0.50; C -0.60

(13)
The following is a quantum chemistry calculation of a 2-piece molecular cluster, C3H10N2 overall in a non-equilibrium geometry, from OMol25.

## Properties
Relative energy (zero: lowest compared OMol25 entry of this formula, charge and spin) ... 58.3 kcal per mole
LUMO (alpha / beta) ... -3.49 / -9.39 eV
HOMO level (alpha / beta) ... -0.5017 / -0.4876 Ha
Gap between HOMO and LUMO (alpha / beta) ... 10.157 / 3.875 eV

```
! RIJCOSX wB97M-V def2-TZVPD def2/J DEFGRID3
* xyz 1 2
C -2.20740 -0.80841 -0.20498
N -2.37586 0.39668 0.11799
H -1.68005 -1.22955 -1.07286
H -2.87372 -1.60004 0.18597
H -3.29893 0.48128 0.54612
C 1.13866 0.65238 1.15635
C 1.81487 -0.21771 0.12906
N 1.28722 -0.03440 -1.20255
H 0.93125 1.60946 0.67415
H 1.72808 0.80650 2.06326
H 0.22658 0.24840 1.60486
H 1.93583 -1.27134 0.40900
H 2.90349 0.03969 0.16593
H 1.91330 -0.45903 -1.89687
H 1.41345 0.94720 -1.49190
*
```

Mulliken population analysis, charges in e, atoms 1 to 4: C -0.26; N -0.43; H 0.24; H 0.26

(14)
The following is a quantum chemistry calculation of a 2-piece molecular cluster, C3H10N2 overall in a non-equilibrium geometry, from OMol25.

## Properties
Relative energy (zero: lowest compared OMol25 entry of this formula, charge and spin) ... 31.1 kcal per mole
LUMO (alpha / beta) ... -4.83 / -9.20 eV
HOMO level (alpha / beta) ... -0.5008 / -0.5008 Ha
Gap between HOMO and LUMO (alpha / beta) ... 8.795 / 4.430 eV

```
! RIJCOSX wB97M-V def2-TZVPD def2/J DEFGRID3
* xyz 1 2
C 0.46310 -3.01667 -1.26696
C 1.41209 -2.36268 -2.36510
H 0.97790 -3.05490 -0.31581
H -0.50297 -2.56261 -1.03072
H 0.17816 -3.98201 -1.73810
H 2.21538 -1.80566 -1.89246
H 0.87080 -1.65254 -2.99048
H 1.72970 -3.18644 -2.99040
N -1.86827 3.33625 2.62804
C -0.89369 2.72326 1.94269
N 0.03626 3.52670 1.51032
H -1.79062 4.35565 2.66905
H -2.59461 2.96676 3.24208
H -0.87144 1.63925 1.78209
H 0.63822 3.07565 0.81577
*
```

Mulliken population analysis, charges in e, atoms 1 to 4: C -0.76; C -0.75; H 0.24; H 0.27

(15)
The following is a quantum chemistry calculation of a 2-piece molecular cluster, C3H10N2O overall in a non-equilibrium geometry, from OMol25.

## Properties
Relative energy (zero: lowest compared OMol25 entry of this formula, charge and spin) ... 12.0 kcal per mole
LUMO (alpha / beta) ... 4.48 / 4.33 eV
HOMO level (alpha / beta) ... 0.0291 / -0.1382 Ha
Gap between HOMO and LUMO (alpha / beta) ... 3.684 / 8.086 eV

```
! RIJCOSX wB97M-V def2-TZVPD def2/J DEFGRID3
* xyz -1 2
C 0.28771 -2.16541 0.22360
C 0.05506 -1.17666 1.37720
N -0.06437 0.20782 0.96135
C -1.18165 0.60021 0.17381
N -1.10677 1.01839 -1.07429
H -0.42062 -1.94134 -0.57923
H 0.13562 -3.19772 0.54706
H 1.29572 -2.02534 -0.18993
H -0.87753 -1.48016 1.85689
H 0.84421 -1.21586 2.13174
H 0.76262 0.45583 0.42996
H -2.00069 1.03958 0.74135
H -1.99623 1.30651 -1.46176
H 1.03186 2.11734 -1.03079
H 1.17581 0.85538 -1.81474
O 1.71671 1.52301 -1.37340
*
```

Mulliken population analysis, charges in e, atoms 1 to 4: C -0.94; C -1.08; N -0.07; C -0.52